118
Properties=species:S:1:pos:R:3:forces:R:3 method="wB97M-V/def2-TZVPD" charge=+1 gap_ev=8.652 e_tot_ev=-142276.900
N 2.614 -1.530 4.806 -0.52 0.21 -0.89
B 3.092 -1.669 3.463 -0.24 0.16 0.17
O 4.031 -2.637 3.193 -0.18 0.07 0.50
C 2.587 -0.707 2.221 0.84 -0.75 0.12
N 2.872 -1.361 0.927 -0.28 0.83 -0.07
C 3.461 0.541 2.311 -0.63 -0.16 0.96
N 2.928 1.749 1.579 0.50 -0.10 -0.30
C 1.814 1.452 0.633 -0.25 0.66 -0.49
P 1.242 3.087 -0.036 -1.03 0.62 0.46
S 0.120 4.083 1.180 0.34 -0.21 0.47
C 0.679 0.710 1.277 -0.12 -0.49 0.28
C 1.081 -0.391 2.294 0.20 -0.06 -0.53
C 0.195 -1.604 1.969 -0.32 0.29 0.38
C -0.142 -2.514 3.138 0.42 -0.36 0.15
O -0.666 -1.829 4.244 -0.60 0.15 -0.30
C -1.157 -3.576 2.708 -0.56 -0.13 -0.05
F -1.730 -4.176 3.771 0.44 0.18 -0.75
F -0.518 -4.520 1.964 -0.36 0.34 0.35
F -2.147 -3.063 1.941 0.45 -0.35 0.45
H 2.191 -2.332 5.252 0.60 -0.13 0.57
H 2.101 -0.682 4.992 -0.30 -0.08 0.19
H 4.806 -2.202 2.836 0.32 -0.43 -0.57
H 2.571 -2.320 0.917 0.15 -0.27 -0.07
H 3.850 -1.324 0.688 0.20 -0.26 0.04
H 3.540 0.831 3.355 0.01 0.25 0.13
H 4.470 0.325 1.982 0.15 0.11 -0.34
H 2.644 2.486 2.231 -0.23 -0.05 0.09
H 3.690 2.141 1.031 0.09 0.18 0.01
H 2.186 0.872 -0.203 0.40 -0.19 0.08
H 2.431 3.787 -0.314 0.15 -0.37 -0.45
H 0.608 2.748 -1.239 0.41 -0.09 -0.20
H 0.174 0.218 0.454 -0.10 0.02 -0.24
H -0.045 1.377 1.735 0.00 0.25 0.11
H 0.845 -0.061 3.300 -0.07 0.25 0.16
H -0.751 -1.208 1.615 -0.21 0.03 -0.04
H 0.607 -2.168 1.142 0.03 -0.14 -0.19
H 0.730 -3.095 3.443 0.13 -0.15 0.01
H 0.048 -1.532 4.802 0.27 0.03 0.24
C -3.231 7.421 -1.046 -0.11 0.18 0.00
C -3.242 6.366 0.034 -0.12 -0.30 -0.16
O -2.329 5.400 -0.473 0.20 0.37 0.09
C -1.442 6.066 -1.264 -0.11 -0.02 -0.14
O -0.412 5.618 -1.646 0.17 -0.22 -0.17
O -1.892 7.302 -1.553 -0.14 -0.02 0.16
F -4.447 5.764 0.177 -0.05 0.02 -0.03
H -3.942 7.187 -1.839 -0.03 -0.12 0.05
H -3.425 8.420 -0.673 0.22 0.04 -0.05
H -2.903 6.715 1.011 -0.07 -0.06 0.05
C -4.225 12.860 -0.445 -0.09 0.16 0.03
C -4.067 11.810 -1.522 0.24 -0.06 0.10
O -4.149 10.603 -0.776 -0.26 0.22 -0.20
C -4.912 10.855 0.331 0.12 0.12 0.04
O -5.374 10.015 1.020 0.00 -0.23 0.16
O -5.054 12.184 0.510 0.07 0.03 -0.14
F -2.861 11.876 -2.131 -0.03 -0.06 0.05
H -3.266 13.104 0.013 0.06 -0.07 -0.07
H -4.704 13.770 -0.793 -0.16 -0.05 0.09
H -4.850 11.816 -2.281 0.07 0.00 -0.09
C 3.484 0.824 -3.984 0.07 0.19 -0.02
C 2.645 -0.157 -4.773 0.13 -0.07 -0.06
O 2.048 -0.939 -3.743 -0.18 0.23 -0.02
C 1.956 -0.168 -2.639 0.15 -0.13 -0.32
O 1.298 -0.415 -1.685 -0.15 0.02 0.14
O 2.725 0.944 -2.766 0.06 -0.02 -0.04
F 3.399 -0.952 -5.559 -0.02 -0.10 0.08
H 4.468 0.410 -3.761 -0.02 -0.11 -0.05
H 3.595 1.789 -4.469 -0.15 0.08 0.12
H 1.860 0.300 -5.376 0.01 -0.06 -0.08
C 4.677 -5.501 5.190 0.10 0.06 -0.28
C 4.247 -4.854 6.485 -0.05 -0.26 0.06
O 4.621 -5.815 7.446 0.14 0.26 -0.03
C 5.684 -6.516 6.940 -0.12 -0.02 -0.19
O 6.392 -7.213 7.570 0.09 -0.17 0.15
O 5.805 -6.275 5.609 -0.13 0.12 0.06
F 2.898 -4.660 6.537 0.00 0.02 0.00
H 3.907 -6.163 4.794 -0.10 0.03 0.10
H 4.957 -4.783 4.424 0.16 -0.06 0.01
H 4.743 -3.908 6.709 -0.13 0.08 0.00
C 1.731 -3.081 -9.571 -0.17 -0.05 0.02
C 3.153 -3.166 -9.061 0.08 0.04 -0.24
O 3.649 -1.868 -9.336 -0.08 -0.03 0.27
C 2.592 -1.008 -9.322 -0.02 -0.17 -0.07
O 2.681 0.169 -9.259 0.03 0.24 0.02
O 1.427 -1.696 -9.366 0.06 -0.14 0.01
F 3.887 -4.081 -9.734 0.00 0.07 -0.01
H 1.679 -3.313 -10.635 0.12 -0.03 -0.01
H 1.035 -3.712 -9.026 -0.07 0.15 0.08
H 3.240 -3.363 -7.991 0.07 -0.09 -0.01
C -4.908 1.368 -0.744 0.11 0.03 0.19
C -4.869 2.582 -1.641 -0.12 -0.08 -0.17
O -6.202 2.652 -2.114 0.05 0.17 0.26
C -7.009 2.086 -1.169 0.18 -0.09 -0.07
O -8.182 2.193 -1.129 -0.25 -0.02 -0.04
O -6.261 1.391 -0.273 0.13 0.00 -0.06
F -4.026 2.417 -2.694 -0.06 0.00 0.00
H -4.729 0.450 -1.297 0.07 0.09 -0.19
H -4.208 1.426 0.085 -0.16 0.01 0.14
H -4.617 3.516 -1.134 0.09 0.02 -0.08
C 3.360 -8.825 0.768 -0.05 -0.08 -0.16
C 2.794 -8.472 2.126 0.24 -0.06 0.08
O 3.407 -7.216 2.384 -0.30 0.06 -0.07
C 3.665 -6.628 1.183 0.04 -0.14 0.00
O 3.931 -5.482 1.042 0.08 0.23 0.02
O 3.559 -7.528 0.186 -0.04 -0.11 0.08
F 3.163 -9.351 3.083 0.04 0.08 0.00
H 4.319 -9.336 0.860 0.01 0.00 0.12
H 2.687 -9.421 0.159 -0.04 0.16 -0.11
H 1.710 -8.353 2.152 -0.01 -0.05 0.08
C -6.950 -2.470 0.875 -0.05 -0.01 0.18
C -7.024 -3.077 -0.509 -0.11 0.22 -0.06
O -5.998 -2.373 -1.198 0.09 -0.28 0.08
C -5.073 -1.997 -0.279 -0.09 0.00 0.11
O -3.984 -1.608 -0.542 0.21 0.10 -0.06
O -5.559 -2.124 0.971 -0.18 -0.08 -0.04
F -8.209 -2.842 -1.112 0.07 0.05 -0.01
H -7.555 -1.566 0.943 -0.03 0.01 -0.12
H -7.230 -3.158 1.667 0.19 -0.02 0.04
H -6.811 -4.146 -0.551 -0.07 -0.02 -0.06

81
Properties=species:S:1:pos:R:3:forces:R:3 method="wB97M-V/def2-TZVPD" charge=+2 gap_ev="7.931 / 6.895" spin_multiplicity=4 e_tot_ev=-163090.880
C -5.128 -2.254 -3.569 0.36 -0.10 0.03
C -3.939 -1.546 -3.910 -1.00 0.17 -0.86
C -3.702 -1.382 -5.305 0.19 -0.29 0.18
C -4.523 -2.049 -6.234 0.24 0.43 0.84
N -5.573 -2.780 -5.872 0.06 -0.13 -0.18
C -5.881 -2.875 -4.584 0.54 0.60 0.50
C -2.968 -1.116 -2.925 2.98 -0.40 2.88
C -2.051 -1.063 -2.035 -4.32 0.65 -5.05
C -1.058 -1.887 -1.482 -0.70 -0.72 1.89
C -1.055 -1.938 -0.055 -0.10 -3.25 -1.32
C -0.435 -3.088 0.538 0.36 -0.62 0.18
C 0.075 -4.166 -0.230 -0.60 2.61 -0.13
C 0.026 -4.064 -1.646 -0.10 1.04 0.00
C -0.448 -2.898 -2.252 0.38 -1.11 -0.03
Co 0.063 -0.255 -0.010 -1.56 1.36 1.97
P -0.187 2.128 1.010 -0.15 1.92 -0.44
H -2.867 -0.780 -5.679 -0.25 -0.30 0.29
H -5.458 -2.366 -2.532 0.32 0.04 -0.34
H -4.315 -1.990 -7.302 -0.03 0.07 0.23
H -6.760 -3.474 -4.339 0.23 0.23 0.02
H -0.413 -2.792 -3.350 -0.21 -0.14 0.70
H -1.809 -1.370 0.492 0.09 0.04 0.03
H 0.405 -4.874 -2.260 -0.01 0.07 0.07
H -0.349 -3.143 1.636 -0.16 -0.06 -0.69
C 1.267 2.517 2.148 -0.12 -0.76 -0.25
C 1.918 3.902 2.176 0.08 0.13 0.04
H 2.026 1.749 1.926 -0.13 0.23 0.25
H 0.873 2.275 3.151 0.15 0.03 -0.30
H 2.760 3.855 2.881 -0.19 0.06 -0.21
H 2.325 4.205 1.203 -0.17 -0.07 0.18
H 1.240 4.683 2.540 0.23 -0.25 -0.27
C -0.245 3.344 -0.386 0.53 0.29 0.13
C -1.616 3.365 -1.104 0.16 0.08 0.01
H 0.556 3.076 -1.094 -0.41 0.25 0.34
H 0.000 4.341 0.029 -0.05 -0.45 -0.38
H -1.455 3.612 -2.168 -0.22 -0.10 0.49
H -2.126 2.385 -1.048 0.14 0.41 -0.09
H -2.269 4.141 -0.666 0.19 -0.48 -0.22
C -1.560 2.854 2.059 -0.19 -0.82 -0.33
C -1.467 4.341 2.432 0.07 0.11 0.05
H -1.616 2.233 2.966 -0.15 0.13 -0.20
H -2.474 2.670 1.477 0.08 0.02 0.28
H -2.424 4.655 2.871 0.22 -0.14 -0.12
H -0.694 4.541 3.186 -0.24 -0.12 -0.26
H -1.287 4.994 1.566 -0.05 -0.25 0.27
Br 1.050 -5.515 0.564 0.06 -0.55 0.30
P 2.082 -0.228 -0.665 4.33 1.00 -2.35
C 2.642 1.531 -0.966 -0.35 0.10 0.24
C 4.044 1.972 -1.404 0.37 -0.05 -0.21
H 2.403 2.061 -0.028 0.01 -0.10 -0.49
H 1.938 1.880 -1.732 0.00 0.00 0.21
H 4.030 3.072 -1.517 -0.03 -0.48 0.09
H 4.833 1.747 -0.671 -0.31 -0.08 -0.20
H 4.340 1.569 -2.385 -0.11 0.02 0.44
C 3.594 -1.076 -0.005 -0.45 -0.20 0.74
C 4.619 -1.627 -1.003 0.15 0.10 -0.24
H 3.223 -1.885 0.645 0.20 0.18 -0.12
H 4.079 -0.336 0.651 -0.20 -0.25 -0.05
H 5.291 -2.322 -0.486 -0.19 0.18 -0.05
H 4.163 -2.179 -1.834 0.09 0.12 0.26
H 5.249 -0.828 -1.420 -0.29 -0.21 0.05
C 1.840 -0.919 -2.345 -0.19 0.10 -0.26
C 2.642 -0.413 -3.540 0.18 -0.06 -0.27
H 0.770 -0.753 -2.549 0.41 -0.06 -0.16
H 1.973 -2.002 -2.232 -0.18 0.09 -0.03
H 2.234 -0.890 -4.444 0.17 0.17 0.22
H 2.549 0.670 -3.678 0.07 -0.22 0.06
H 3.703 -0.686 -3.479 -0.29 0.20 0.01
N 0.090 -0.501 1.933 -0.58 0.28 4.00
C -0.116 -0.460 3.091 1.11 -0.79 -2.70
C -0.326 -0.752 4.455 -0.03 0.35 1.39
C -0.087 -2.077 4.869 -0.28 -0.22 -0.16
C -0.576 -2.514 6.096 0.04 0.27 0.05
C -1.253 -1.617 6.937 0.21 0.00 -0.40
C -1.325 -0.257 6.603 0.16 0.07 -0.06
C -0.819 0.198 5.385 -0.23 -0.36 -0.19
H 0.466 -2.753 4.209 -0.40 0.15 0.21
H -0.437 -3.556 6.387 -0.04 0.34 -0.04
H -1.701 -1.979 7.863 0.17 0.14 -0.21
H -1.789 0.449 7.299 0.28 -0.27 -0.29
H -0.797 1.265 5.145 -0.31 -0.42 0.01

Look up the charge of the first one. +1